{
  "formula": "C46H94N2O15",
  "method": "wB97M-V/def2-TZVPD",
  "spin_multiplicity": 1,
  "homo_lumo_gap_ev": 9.07,
  "e_tot_ev": -82906.37915,
  "e_homo_ev": -9.14,
  "elements": ["O", "O", "O", "O", "O", "O", "O", "O", "O", "O", "O", "O", "O", "O", "O", "N", "N", "C", "C", "C", "C", "C", "C", "C", "C", "C", "C", "C", "C", "C", "C", "C", "C", "C", "C", "C", "C", "C", "C", "C", "C", "C", "C", "C", "C", "C", "C", "C", "C", "C", "C", "C", "C", "C", "C", "C", "C", "C", "C", "C", "C", "C", "C", "H", "H", "H", "H", "H", "H", "H", "H", "H", "H", "H", "H", "H", "H", "H", "H", "H", "H", "H", "H", "H", "H", "H", "H", "H", "H", "H", "H", "H", "H", "H", "H", "H", "H", "H", "H", "H", "H", "H", "H", "H", "H", "H", "H", "H", "H", "H", "H", "H", "H", "H", "H", "H", "H", "H", "H", "H", "H", "H", "H", "H", "H", "H", "H", "H", "H", "H", "H", "H", "H", "H", "H", "H", "H", "H", "H", "H", "H", "H", "H", "H", "H", "H", "H", "H", "H", "H", "H", "H", "H", "H", "H", "H", "H"],
  "xyz": [[-0.28, 0.23, -5.46], [1.35, -0.72, 3.54], [-4.61, 1.90, -2.54], [-3.30, -0.91, 3.46], [2.24, 3.89, 0.95], [0.97, 0.15, -3.63], [1.17, -3.67, 0.98], [-3.93, 1.07, 3.89], [-4.85, -3.38, 1.35], [5.39, -2.35, -0.16], [-3.80, -2.36, -2.50], [-0.96, 0.43, 0.64], [1.25, 6.29, -2.61], [2.25, -4.19, -4.17], [-0.61, 4.83, 4.69], [0.23, -0.36, -4.52], [-3.68, 0.19, 3.11], [-0.67, 5.27, 2.39], [0.27, 4.97, 3.55], [1.31, 0.17, 0.02], [1.09, 5.23, -3.60], [2.55, 3.88, -0.49], [1.75, 1.24, 4.87], [0.25, 0.98, 4.78], [-3.89, 0.35, 1.62], [4.52, -4.81, -4.23], [-2.93, 2.48, -4.15], [-2.37, 1.43, -3.17], [-4.43, -3.66, -2.41], [-3.71, -4.25, 1.20], [-0.23, -1.74, -4.33], [-0.11, 4.41, -3.19], [-1.93, 4.30, 4.23], [1.18, -4.27, 3.28], [-0.90, -0.88, 0.09], [2.49, -3.34, 1.47], [-5.38, -3.62, 2.65], [-4.23, -4.03, 3.51], [-3.33, 1.52, -2.00], [3.97, 4.46, -0.50], [2.73, -3.90, -2.87], [-1.87, 4.33, 2.75], [-0.85, 5.38, -2.25], [-3.09, -4.33, 2.57], [-4.43, 2.28, -3.93], [0.21, -0.52, 4.42], [-6.10, -1.83, -2.43], [4.19, -4.42, -2.75], [6.32, -2.04, 0.95], [0.49, -1.03, -0.56], [4.56, 4.18, 0.91], [3.39, -4.04, -5.02], [4.81, -1.09, -0.44], [0.18, 1.21, 0.36], [-5.91, -3.37, -2.17], [-0.03, 6.66, -2.30], [3.40, 3.46, 1.60], [4.69, -0.24, 0.83], [2.25, 0.36, 3.73], [2.66, -3.87, 2.88], [0.68, -4.65, 1.89], [6.06, -0.59, 1.44], [-4.78, -1.53, -3.07], [0.88, -2.07, -0.32], [-1.31, -1.67, -4.17], [2.74, -2.79, -2.74], [-1.78, -0.94, -0.60], [2.01, 4.66, -3.68], [3.21, -0.02, 3.92], [6.18, -2.86, 1.67], [6.13, -0.56, 2.55], [-3.91, -3.19, 4.20], [0.83, 4.02, 3.48], [4.58, 0.81, 0.60], [6.74, 0.06, 0.86], [2.60, -2.24, 1.53], [3.82, -1.34, -0.86], [-6.56, -4.00, -2.79], [0.90, 5.85, 3.77], [4.78, 5.10, 1.49], [3.55, 2.41, 1.48], [7.33, -2.22, 0.52], [-2.86, 4.55, 2.29], [3.29, -4.78, 2.90], [-3.70, -0.65, 1.27], [-4.21, -4.12, -3.37], [2.03, -4.32, -2.13], [-0.48, 7.35, -3.13], [-0.31, 5.17, 1.42], [-6.16, -4.40, 2.59], [-0.86, 4.20, -3.93], [-3.11, -3.75, 0.49], [-0.28, 1.19, 5.74], [3.00, -3.19, 3.65], [-4.54, -4.90, 4.12], [5.56, -4.64, -4.54], [3.89, 5.53, -0.77], [3.29, -4.50, -5.99], [-2.40, 0.46, -3.72], [-4.01, -5.25, 0.86], [0.95, 5.85, -4.50], [-4.95, 0.59, 1.51], [-0.85, 4.99, -1.25], [4.79, -3.66, -2.26], [-1.07, -1.56, 0.93], [5.47, -0.58, -1.14], [-2.68, 3.56, -3.97], [-5.02, 3.22, -4.12], [-0.65, -0.91, 3.93], [-0.39, -4.79, 1.72], [4.37, -5.90, -4.25], [5.43, 3.53, 0.86], [-6.21, -1.31, -1.52], [-2.99, 2.33, -1.37], [2.06, 2.25, 4.77], [3.89, -0.60, 1.43], [0.25, 1.93, 1.15], [1.93, -0.12, 0.88], [3.29, -3.73, 0.83], [0.37, -1.07, 5.33], [0.20, 3.51, -2.65], [-6.91, -1.54, -3.16], [-5.93, -2.75, 2.82], [4.60, 3.98, -1.20], [2.11, 0.84, 5.84], [1.86, 4.52, -0.98], [3.29, 3.75, 2.68], [0.40, -0.88, -1.62], [-4.85, -1.65, -4.16], [-4.00, -4.20, -1.58], [-4.77, 1.39, -4.48], [-2.53, 2.23, -5.11], [2.16, 1.03, 2.91], [4.32, -5.25, -2.01], [-0.22, 1.62, 4.02], [2.04, 0.53, -0.70], [1.10, -5.60, 1.64], [-1.38, 1.66, -2.88], [0.20, -2.14, -3.46], [-2.08, 3.36, 4.79], [1.02, -5.07, 3.99], [-6.30, -3.66, -1.15], [2.49, 2.91, -0.92], [0.06, -2.34, -5.17], [0.00, 1.71, -0.61], [-1.64, 3.35, 2.35], [-0.13, 7.22, -1.36], [-3.23, 1.17, 1.31], [0.62, -3.38, 3.61], [-1.91, 5.58, -2.45], [-3.43, 0.59, -1.40], [-2.58, -5.27, 2.73], [-2.34, -3.54, 2.66], [-4.52, -0.49, -2.82], [-1.10, 6.23, 2.47], [-2.68, 5.11, 4.58], [3.61, -3.02, -5.31]]
}